1.
{"formula": "C54H54N4O3P2RbS2", "method": "ωB97M-V with the def2-TZVPD basis set", "energy_ha": -4037.87500, "spin_multiplicity": 1, "total_charge": 1, "fmax_ev_per_a": 2.5, "gap_ev": 7.84, "species": ["Rb", "C", "C", "N", "C", "C", "S", "C", "C", "N", "H", "H", "H", "H", "H", "H", "H", "H", "H", "H", "H", "H", "H", "H", "O", "S", "C", "C", "C", "C", "C", "C", "P", "C", "C", "C", "C", "C", "C", "C", "C", "C", "C", "C", "C", "C", "C", "C", "C", "C", "C", "P", "C", "C", "C", "C", "C", "C", "C", "C", "C", "C", "C", "C", "H", "H", "H", "H", "H", "H", "H", "H", "H", "H", "H", "H", "H", "H", "H", "H", "H", "H", "H", "H", "H", "H", "H", "H", "H", "H", "H", "H", "O", "C", "C", "C", "C", "N", "C", "C", "C", "C", "C", "C", "O", "C", "C", "N", "H", "H", "H", "H", "H", "H", "H", "H", "H", "H", "H", "H"], "positions_angstrom": [[-0.0957, -0.3247, -1.2567], [-1.7189, 2.1886, -4.0935], [-2.3877, 2.2736, -2.7142], [-1.4701, 2.4701, -1.6073], [-0.9153, 3.7883, -1.3854], [0.1792, 4.2868, -2.3504], [1.4743, 3.0537, -2.7436], [1.2238, 2.7569, -4.5232], [0.5337, 1.4328, -4.8492], [-0.6425, 1.2029, -4.0270], [-1.3104, 3.1624, -4.3540], [-2.4666, 1.9463, -4.8590], [-2.9234, 1.3329, -2.5406], [-3.1252, 3.0793, -2.7047], [-0.7023, 1.8172, -1.6760], [-0.4943, 3.7880, -0.3771], [-1.7295, 4.5187, -1.3848], [0.6972, 5.1242, -1.8828], [-0.2289, 4.6421, -3.2951], [2.2114, 2.7682, -4.9819], [0.6739, 3.6066, -4.9239], [1.2315, 0.6153, -4.6481], [0.3196, 1.4222, -5.9290], [-1.0143, 0.2856, -4.2388], [0.3415, 1.0644, 0.5981], [1.4932, 1.6556, 1.3415], [2.4152, 0.1992, 1.8791], [3.7991, 0.2734, 1.8106], [4.5644, -0.8160, 2.1975], [3.9295, -1.9667, 2.6380], [2.5431, -2.0345, 2.6857], [1.7457, -0.9595, 2.2944], [-0.1050, -0.9311, 2.5177], [-0.1627, -2.0711, 3.9600], [0.1965, -1.4852, 5.1766], [0.2047, -2.2283, 6.3449], [-0.1679, -3.5668, 6.3140], [-0.5617, -4.1470, 5.1184], [-0.5648, -3.4026, 3.9444], [-0.7021, -2.0084, 1.1489], [-1.9744, -1.7253, 0.6423], [-2.5155, -2.4849, -0.3884], [-1.7875, -3.5381, -0.9269], [-0.5274, -3.8344, -0.4240], [0.0114, -3.0752, 0.6050], [0.9263, 2.2009, 2.9802], [1.9736, 2.5212, 3.8385], [1.7204, 3.0485, 5.0911], [0.4076, 3.2699, 5.4746], [-0.6288, 2.9709, 4.6038], [-0.4066, 2.4486, 3.3271], [-1.8417, 2.1936, 2.1577], [-3.2567, 2.1479, 3.3464], [-3.6392, 0.8952, 3.8264], [-4.7259, 0.7513, 4.6756], [-5.4618, 1.8652, 5.0527], [-5.0937, 3.1184, 4.5842], [-4.0022, 3.2602, 3.7395], [-1.9949, 3.9039, 1.4895], [-3.0593, 4.1289, 0.6125], [-3.2376, 5.3639, 0.0136], [-2.3384, 6.3944, 0.2617], [-1.2573, 6.1729, 1.0990], [-1.0851, 4.9345, 1.7084], [4.2685, 1.1842, 1.4565], [5.6444, -0.7626, 2.1633], [4.5156, -2.8172, 2.9625], [2.0737, -2.9348, 3.0620], [0.4748, -0.4348, 5.1986], [0.4893, -1.7641, 7.2802], [-0.1560, -4.1549, 7.2223], [-0.8688, -5.1849, 5.0980], [-0.8821, -3.8651, 3.0180], [-2.5494, -0.9089, 1.0686], [-3.5154, -2.2743, -0.7465], [-2.2086, -4.1432, -1.7190], [0.0270, -4.6748, -0.8232], [0.9848, -3.3329, 1.0025], [2.9963, 2.3410, 3.5276], [2.5399, 3.2930, 5.7536], [0.1868, 3.6892, 6.4475], [-1.6443, 3.1521, 4.9226], [-3.0742, 0.0130, 3.5421], [-5.0022, -0.2314, 5.0353], [-6.3223, 1.7576, 5.6999], [-5.6578, 3.9938, 4.8802], [-3.7305, 4.2480, 3.3897], [-3.7567, 3.3223, 0.4127], [-4.0754, 5.5284, -0.6522], [-2.4811, 7.3638, -0.1978], [-0.5459, 6.9654, 1.2939], [-0.2371, 4.7890, 2.3657], [2.5599, -3.7461, -7.7879], [1.3474, -3.0260, -7.8357], [0.8468, -2.7991, -6.4379], [-0.4370, -2.3180, -6.2112], [-0.8379, -2.0899, -4.9091], [-0.0644, -2.2895, -3.8415], [1.1562, -2.7845, -4.0567], [1.6442, -3.0537, -5.3345], [2.0427, -3.0604, -2.8883], [2.7822, -4.2370, -2.8515], [3.6750, -4.4522, -1.8097], [4.4948, -5.7198, -1.7568], [3.7498, -6.8705, -2.1022], [3.7913, -3.4650, -0.8419], [2.9988, -2.3334, -0.9461], [2.1326, -2.1290, -1.9349], [2.8373, -3.9620, -8.6826], [0.5826, -3.5625, -8.4071], [1.4887, -2.0482, -8.3133], [-1.1143, -2.1359, -7.0364], [-1.8484, -1.7485, -4.7023], [2.6415, -3.4451, -5.4706], [2.6599, -4.9908, -3.6184], [4.9598, -5.8179, -0.7714], [5.2939, -5.6572, -2.4970], [3.0855, -7.0361, -1.4256], [4.4853, -3.5692, -0.0172], [3.0594, -1.5556, -0.1913]]}

***

2.
{"formula": "C2H8BNO3", "method": "ωB97M-V with the def2-TZVPD basis set", "energy_ha": -386.43374, "relative_energy_kj_mol": 28.8, "spin_multiplicity": 1, "smiles": "NCCOB(O)O", "fmax_ev_per_a": 7.4, "gap_ev": 9.74, "species": ["N", "C", "C", "O", "B", "O", "O", "H", "H", "H", "H", "H", "H", "H", "H"], "positions_angstrom": [[1.6368, 0.5441, 1.6562], [1.3164, -0.8167, 1.1718], [0.0687, -0.7844, 0.2074], [0.1600, 0.1956, -0.6565], [-1.1465, 0.4847, -1.2276], [-1.2840, 1.4248, -2.2516], [-2.3137, -0.1439, -0.7826], [0.7354, 0.9393, 1.9069], [2.0128, 1.1017, 0.8372], [2.1512, -1.3203, 0.5427], [1.1789, -1.4303, 2.0888], [-0.8284, -0.5698, 0.7711], [-0.1175, -1.6055, -0.4424], [-0.4456, 1.6603, -2.6178], [-3.1245, 0.3205, -1.2036]]}

***

3.
{"formula": "C5H5N2", "method": "ωB97M-V with the def2-TZVPD basis set", "energy_ha": -302.51052, "relative_energy_kj_mol": 455.0, "spin_multiplicity": 1, "total_charge": 1, "smiles": "[H]/N=[N+]1/C#CC=CC1", "fmax_ev_per_a": 4.7, "gap_ev": [8.17, 8.16], "species": ["H", "N", "N", "C", "C", "C", "C", "C", "H", "H", "H", "H"], "positions_angstrom": [[-1.7389, 0.0586, 2.3132], [-1.8409, -0.5764, 1.4562], [-1.1494, -0.3274, 0.4502], [-0.9730, -1.2341, -0.5264], [0.2074, -1.5652, -0.8831], [1.3535, -0.7544, -0.9140], [1.0561, 0.5241, -0.5624], [-0.2297, 0.8549, 0.1538], [2.3933, -1.2003, -1.2277], [1.7630, 1.2395, -0.6547], [-0.1286, 1.5095, 1.0129], [-0.7129, 1.4710, -0.6180]]}

***

4.
{"formula": "C44H90O29S8", "method": "ωB97M-V with the def2-TZVPD basis set", "energy_ha": -7097.82292, "relative_energy_kj_mol": 241.5, "spin_multiplicity": 1, "fmax_ev_per_a": 2.8, "gap_ev": 6.97, "species": ["C", "C", "C", "O", "C", "O", "O", "H", "H", "H", "H", "H", "H", "C", "C", "C", "O", "C", "O", "O", "H", "H", "H", "H", "H", "H", "C", "C", "C", "O", "C", "O", "O", "H", "H", "H", "H", "H", "H", "C", "C", "C", "O", "C", "O", "O", "H", "H", "H", "H", "H", "H", "C", "C", "C", "O", "C", "O", "O", "H", "H", "H", "H", "H", "H", "C", "C", "C", "O", "C", "O", "O", "H", "H", "H", "H", "H", "H", "C", "C", "C", "O", "C", "O", "O", "H", "H", "H", "H", "H", "H", "C", "S", "O", "C", "H", "H", "H", "H", "H", "H", "C", "S", "O", "C", "H", "H", "H", "H", "H", "H", "C", "S", "O", "C", "H", "H", "H", "H", "H", "H", "C", "S", "O", "C", "H", "H", "H", "H", "H", "H", "C", "S", "O", "C", "H", "H", "H", "H", "H", "H", "C", "S", "O", "C", "H", "H", "H", "H", "H", "H", "C", "S", "O", "C", "H", "H", "H", "H", "H", "H", "C", "S", "O", "C", "H", "H", "H", "H", "H", "H"], "positions_angstrom": [[4.5623, -2.3646, -2.7298], [5.6797, -1.9500, -1.7689], [5.1992, -2.1884, -0.3375], [6.0833, -3.1740, 0.1737], [7.0379, -3.4395, -0.7363], [7.8897, -4.2552, -0.5787], [6.8651, -2.7401, -1.8692], [3.7257, -1.7203, -2.4548], [4.2279, -3.3957, -2.5903], [4.8777, -2.2844, -3.7708], [5.8981, -0.9020, -1.9738], [4.1833, -2.5776, -0.3989], [5.1967, -1.3130, 0.3111], [-4.3628, 1.3412, 2.0599], [-4.8075, 1.8830, 0.7043], [-6.3379, 2.2026, 0.6008], [-6.3401, 3.5839, 0.2540], [-5.1089, 4.1012, 0.3055], [-4.8564, 5.2615, 0.1957], [-4.1977, 3.1222, 0.4509], [-4.5529, 2.1477, 2.7748], [-3.2740, 1.2775, 2.0360], [-4.8609, 0.4075, 2.2988], [-4.6146, 1.1242, -0.0575], [-6.8168, 2.0349, 1.5655], [-6.8039, 1.6362, -0.2013], [-6.1755, 2.1752, -3.8776], [-5.0752, 1.1815, -4.2494], [-3.7184, 1.8139, -4.5444], [-2.8856, 1.5234, -3.4248], [-3.5754, 0.6640, -2.6156], [-3.1606, 0.1608, -1.6156], [-4.7595, 0.3425, -3.1370], [-6.4381, 2.7599, -4.7625], [-5.7996, 2.8446, -3.0987], [-7.1382, 1.7987, -3.5319], [-5.4099, 0.6253, -5.1248], [-3.8137, 2.8908, -4.6881], [-3.3134, 1.3629, -5.4518], [1.0202, 3.6061, -2.0913], [-0.4460, 3.4991, -2.5114], [-1.3841, 4.2054, -1.5352], [-2.1651, 5.0490, -2.3655], [-1.6211, 5.1485, -3.5845], [-2.0012, 5.8552, -4.4503], [-0.5676, 4.2745, -3.6991], [1.2862, 4.6098, -1.7632], [1.6829, 3.3498, -2.9224], [1.3684, 2.8744, -1.3552], [-0.6996, 2.4455, -2.6395], [-0.7992, 4.7821, -0.8176], [-2.0450, 3.5173, -1.0121], [-1.2046, 0.0017, 0.8815], [0.0225, -0.7734, 0.4282], [0.1199, -0.7444, -1.0980], [1.4983, -0.4725, -1.2843], [2.0076, 0.0910, -0.1735], [3.0565, 0.6622, -0.1177], [1.1808, -0.0943, 0.8785], [-2.1581, -0.4718, 0.6430], [-1.2114, 0.9984, 0.4414], [-1.2119, 0.1320, 1.9680], [-0.0005, -1.8018, 0.7873], [-0.6503, -0.1093, -1.5436], [-0.1596, -1.7386, -1.4559], [-3.1355, 5.3692, 3.3140], [-2.2009, 5.5683, 2.1300], [-0.8224, 6.1632, 2.3780], [0.0117, 5.0343, 2.3183], [-0.6093, 4.0025, 1.6671], [-0.1001, 2.9409, 1.5218], [-1.9196, 4.2962, 1.5425], [-3.8994, 4.6239, 3.1077], [-3.6395, 6.2949, 3.5849], [-2.5022, 5.0292, 4.1400], [-2.7222, 6.2383, 1.4436], [-0.7419, 6.7385, 3.2987], [-0.5743, 6.8295, 1.5460], [1.0397, -5.0583, -2.4947], [0.8204, -4.7828, -1.0195], [1.4098, -5.8641, -0.0705], [2.0133, -5.0816, 0.9768], [1.9971, -3.7987, 0.6410], [2.2809, -2.8789, 1.3528], [1.5419, -3.6351, -0.6146], [2.0646, -5.3881, -2.6666], [0.8211, -4.1854, -3.1092], [0.3449, -5.7941, -2.9027], [-0.2408, -4.6733, -0.7873], [2.1804, -6.4385, -0.5870], [0.6708, -6.5574, 0.3204], [3.1957, 0.9577, -3.6013], [3.7734, 2.1222, -4.8622], [5.2195, 2.4004, -4.5232], [3.8716, 0.9560, -6.2683], [3.9523, 0.1716, -3.5759], [2.2386, 0.4936, -3.8297], [3.2449, 1.4656, -2.6413], [4.1650, -0.0076, -5.8499], [4.5578, 1.3053, -7.0317], [2.8814, 0.8103, -6.7080], [-3.1406, -1.8431, 3.8085], [-3.0859, -3.1552, 2.5362], [-3.0785, -4.4370, 3.3234], [-4.8406, -2.7979, 2.1322], [-2.1813, -1.8019, 4.3308], [-3.9018, -2.0714, 4.5526], [-3.2797, -0.8556, 3.3703], [-5.5494, -3.1601, 2.8734], [-5.0485, -3.1864, 1.1322], [-5.0336, -1.7300, 2.0064], [3.9917, 4.0548, -0.2167], [4.7996, 3.7597, 1.4133], [5.1825, 5.0987, 1.9533], [3.2614, 3.2534, 2.2879], [3.7411, 3.0658, -0.6024], [4.6756, 4.5545, -0.8981], [3.1187, 4.6807, -0.0392], [2.9102, 2.3865, 1.7234], [2.4891, 4.0230, 2.2430], [3.4051, 3.0173, 3.3400], [0.4857, 1.8218, 6.7776], [1.9242, 1.4791, 5.7175], [2.4481, 0.1321, 6.1226], [0.9842, 1.1895, 4.1681], [-0.1858, 0.9677, 6.8310], [-0.0487, 2.6824, 6.3551], [0.7860, 2.2154, 7.7469], [1.6085, 0.9682, 3.3082], [0.6064, 2.2001, 3.9719], [0.1929, 0.4798, 4.3966], [4.0589, -1.0380, 3.3474], [4.9933, 0.3256, 4.0885], [5.3674, -0.2137, 5.4409], [6.3911, 0.3350, 2.8852], [3.0644, -1.1694, 3.7627], [4.6428, -1.9596, 3.3434], [3.9260, -0.8486, 2.2738], [6.9980, 1.2156, 3.0830], [5.9828, 0.4225, 1.8786], [6.9505, -0.5887, 3.0278], [-3.6557, -5.4114, -0.5557], [-3.4382, -3.7379, -1.2098], [-2.1165, -3.2527, -0.6788], [-3.2669, -4.1190, -2.9887], [-2.8421, -6.0418, -0.9073], [-4.6525, -5.7679, -0.8183], [-3.6588, -5.3563, 0.5343], [-2.2875, -4.5215, -3.2505], [-3.3876, -3.1192, -3.3984], [-4.0417, -4.7881, -3.3586], [1.1577, -1.9098, -5.3408], [-0.4464, -2.6605, -5.8192], [-0.4544, -4.0406, -5.1797], [-1.5354, -1.6419, -4.7924], [1.0142, -0.8276, -5.3583], [1.8133, -2.1628, -6.1723], [1.5336, -2.2295, -4.3730], [-2.5457, -1.8284, -5.1694], [-1.3945, -0.5843, -5.0329], [-1.5414, -1.8247, -3.7200], [0.7609, -4.5920, 6.4632], [0.5285, -3.0374, 5.5518], [1.9117, -2.4703, 5.4428], [0.2665, -3.7542, 3.9025], [0.8829, -4.3766, 7.5257], [1.7197, -5.0042, 6.1471], [-0.0537, -5.3103, 6.3734], [-0.5491, -4.4726, 3.8112], [1.2068, -4.1783, 3.5404], [0.1236, -2.9764, 3.1452]]}

***

5.
{"formula": "C6H4O2S2", "method": "ωB97M-V with the def2-TZVPD basis set", "energy_ha": -1177.84318, "relative_energy_kj_mol": 46.8, "spin_multiplicity": 1, "fmax_ev_per_a": 5.6, "gap_ev": 9.23, "species": ["O", "O", "S", "C", "C", "C", "C", "C", "C", "S", "H", "H", "H", "H"], "positions_angstrom": [[-0.3968, -2.1354, 2.8838], [1.0142, -0.3545, 1.9206], [0.5946, -2.5962, 0.2171], [-0.4035, 1.7588, -0.7147], [-0.5379, 0.7253, -1.6777], [0.0660, 1.4145, 0.5601], [-0.2898, -0.5745, -1.4042], [0.4058, -0.0027, 0.7400], [0.2218, -0.9956, -0.2400], [0.9025, -1.9752, 2.1178], [-0.5490, 2.8519, -0.9076], [-0.7579, 1.0267, -2.6629], [0.2239, 2.1919, 1.3333], [-0.4937, -1.3349, -2.1656]]}

***

6.
{"formula": "C3H2ClNO2S", "method": "ωB97M-V with the def2-TZVPD basis set", "energy_ha": -1179.02968, "relative_energy_kj_mol": 111.6, "spin_multiplicity": 1, "fmax_ev_per_a": 4.2, "gap_ev": [7.51, 7.52], "species": ["C", "C", "C", "N", "O", "O", "S", "Cl", "H", "H"], "positions_angstrom": [[0.9768, -0.5048, -0.4953], [-0.0530, -1.4039, -0.2607], [0.3160, 1.4429, 0.6035], [1.1725, 0.6997, -0.0219], [-0.4042, -2.5174, -0.5132], [-0.9794, -0.7489, 0.9647], [-1.2328, 0.7325, 0.9950], [-2.1902, 0.9505, -0.9130], [1.7576, -1.0375, -1.0564], [0.6365, 2.3869, 0.6974]]}

***

7.
{"formula": "C4H5NO3", "method": "ωB97M-V with the def2-TZVPD basis set", "energy_ha": -435.75671, "relative_energy_kj_mol": 430.0, "spin_multiplicity": 1, "smiles": "C=C(O)N(O)C=C=O", "fmax_ev_per_a": 2.4, "gap_ev": 8.48, "species": ["C", "C", "O", "N", "O", "C", "C", "O", "H", "H", "H", "H", "H"], "positions_angstrom": [[-1.6063, -0.9895, -0.1854], [-0.4077, -0.5439, 0.2103], [0.5936, -1.3638, 0.6395], [-0.1246, 0.8221, 0.4020], [-1.0349, 1.7737, -0.0590], [1.2185, 1.1751, 0.1343], [2.1110, 0.2733, -0.1969], [3.0984, -0.3302, -0.3653], [-2.4194, -0.3141, -0.3644], [-1.8291, -2.0403, -0.2150], [0.2794, -2.2750, 0.6760], [-1.3550, 1.6023, -0.9620], [1.4760, 2.2102, 0.2859]]}

***

8.
{"formula": "C8H12", "method": "ωB97M-V with the def2-TZVPD basis set", "energy_ha": -311.65873, "relative_energy_kj_mol": 25.3, "spin_multiplicity": 2, "total_charge": 1, "fmax_ev_per_a": 2.4, "gap_ev": [9.01, 6.82], "species": ["C", "C", "C", "C", "C", "C", "C", "C", "H", "H", "H", "H", "H", "H", "H", "H", "H", "H", "H", "H"], "positions_angstrom": [[1.4412, 2.0022, 1.6930], [1.7572, 1.3123, 0.3750], [0.4485, 0.8562, -0.2566], [-0.3471, 1.6855, -0.9635], [-0.8654, -1.1700, -0.6624], [-0.0457, -0.4337, 0.1503], [-1.9372, -3.2637, -1.1189], [-1.2909, -2.4767, -0.2297], [2.1662, 2.7267, 2.0608], [1.2356, 1.3442, 2.5432], [0.5029, 2.5681, 1.6341], [2.4004, 1.8770, -0.2952], [2.3146, 0.3893, 0.5674], [-1.3515, 1.5405, -1.3433], [0.0190, 2.6355, -1.3518], [-1.2867, -0.8460, -1.6044], [0.1956, -0.7708, 1.1501], [-2.1982, -4.3059, -1.0043], [-2.1615, -2.8664, -2.1012], [-0.9970, -2.8044, 0.7575]]}